# 1
{"formula": "C3H3FN2O2", "method": "ωB97M-V/def2-TZVPD", "relative_energy_ev": 3.6861, "gap_ha": 0.362, "smiles": "Nn1cc(F)c(=O)o1", "e_tot_ha": -475.8737, "e_lumo_ev": 0.34, "elements": ["F", "O", "O", "N", "N", "C", "C", "C", "H", "H", "H"], "coordinates": [[-0.986, -1.091, -2.262], [-0.541, 1.805, -2.166], [0.265, 1.340, -0.112], [0.688, 0.119, 0.559], [0.350, 0.269, 1.857], [-0.202, 1.013, -1.344], [-0.439, -0.451, -1.261], [0.067, -0.957, -0.126], [1.130, 0.185, 2.421], [0.085, -1.979, 0.250], [-0.418, -0.253, 2.182]], "forces_ev_per_angstrom": [[-0.3368, -0.3777, -0.4478], [0.3845, 0.1600, -0.4395], [0.6778, -0.2588, -0.4522], [-0.1587, -0.3176, -0.2809], [-0.4459, 0.6472, -0.1225], [-1.3635, -0.5732, 0.9329], [0.8603, -0.1680, 0.3505], [-0.2870, 1.0828, -1.0697], [1.6886, -0.0776, 1.3384], [0.1280, 0.4725, -0.0108], [-1.1474, -0.5895, 0.2016]]}

=====

# 2
{"formula": "C2H8N4O", "method": "ωB97M-V/def2-TZVPD", "charge": 2, "relative_energy_ev": 4.4131, "gap_ha": 0.391, "smiles": "C=N/C=[N+](/O)N[NH3+]", "e_tot_ha": -374.4160, "e_lumo_ev": -8.56, "elements": ["O", "N", "N", "N", "N", "C", "C", "H", "H", "H", "H", "H", "H", "H", "H"], "coordinates": [[-0.797, -0.499, -1.912], [0.320, -2.338, 0.186], [0.249, 1.836, 0.444], [-0.259, -0.134, -0.698], [-0.381, -1.033, 0.333], [0.630, 2.546, 1.380], [0.160, 1.130, -0.619], [1.675, 2.786, 1.575], [1.298, -2.235, 0.571], [-0.008, 1.768, -1.493], [-1.693, -0.162, -1.967], [-0.220, -3.187, 0.333], [-1.433, -1.024, 0.553], [-0.108, 3.039, 2.121], [0.565, -2.493, -0.806]], "forces_ev_per_angstrom": [[0.9131, -0.5918, -0.2765], [1.2738, 1.9670, -2.2823], [0.3237, -1.3387, -0.2954], [0.6790, -1.7897, -0.6294], [-1.8786, 1.1493, 0.8853], [-0.5731, 1.7121, 2.1339], [-1.4020, 2.4020, 0.8306], [0.1599, -0.3974, -0.1387], [-1.3874, -0.6169, 0.7344], [0.4437, -0.7261, -0.3703], [-0.7957, 0.2729, -0.0102], [-0.3169, -0.1538, 1.3242], [2.0406, -1.4871, -0.0018], [0.8606, -0.7983, -1.4866], [-0.3408, 0.3966, -0.4171]]}

=====

# 3
{"formula": "C11H12N2PSr", "method": "ωB97M-V/def2-TZVPD", "charge": -1, "relative_energy_ev": 0.6768, "gap_ha": [0.169, 0.162], "e_tot_ha": -907.8156, "e_lumo_ev": [2.24, 2.55], "elements": ["Sr", "P", "N", "N", "C", "C", "C", "C", "C", "C", "C", "C", "C", "C", "C", "H", "H", "H", "H", "H", "H", "H", "H", "H", "H", "H", "H"], "coordinates": [[0.125, -0.937, 1.191], [2.194, -2.631, -0.237], [2.394, 1.043, 6.674], [1.795, 0.716, 1.802], [2.923, 1.291, 1.334], [2.376, 1.042, 5.494], [-2.325, 1.804, -2.100], [-2.245, -0.474, -1.742], [-1.976, 0.554, -2.695], [3.929, 1.741, 2.180], [-2.802, 0.143, -0.570], [2.513, 1.114, 4.042], [1.563, 0.650, 3.138], [3.710, 1.649, 3.551], [-2.894, 1.550, -0.816], [-3.242, 2.280, -0.095], [-2.219, 2.776, -2.559], [3.625, -2.517, -0.219], [-2.109, -1.545, -1.869], [2.230, -3.571, -1.291], [2.222, -3.672, 0.764], [-1.535, 0.401, -3.671], [2.997, 1.355, 0.251], [4.457, 1.978, 4.272], [-3.224, -0.399, 0.278], [0.590, 0.226, 3.440], [4.875, 2.134, 1.783]], "forces_ev_per_angstrom": [[-1.4843, 0.5506, -0.5853], [1.2658, -1.2157, 0.2541], [-0.1517, -0.0686, -2.9069], [-2.2377, -1.1481, 1.0779], [2.0545, 0.8852, -0.6889], [-0.0948, 0.0420, 1.6352], [-0.5354, -0.9831, 0.4258], [0.0407, 0.7743, 0.2716], [-0.0082, -0.0016, 1.1909], [-0.4882, -0.2557, -0.1850], [0.2676, 0.2181, -0.5363], [-2.2130, -1.0157, 1.4630], [1.1652, 0.6701, -0.1643], [2.3914, 0.9672, -0.2425], [0.9503, -0.7447, -0.3628], [-0.0339, 0.0254, -0.1615], [-0.0109, 0.0326, -0.0374], [-0.3184, 0.2373, -0.0089], [-0.0824, 0.1186, -0.1378], [-0.2670, 0.1227, -0.1082], [-0.1056, 0.5435, -0.4025], [-0.0299, 0.0714, 0.0173], [0.1126, 0.0232, 0.1681], [-0.1301, -0.0523, -0.2742], [0.0221, 0.1674, -0.1605], [0.4840, 0.1459, 0.3036], [-0.5626, -0.1101, 0.1556]]}

=====

# 4
{"formula": "C27H39MgN9O3S3", "method": "ωB97M-V/def2-TZVPD", "relative_energy_ev": 0.5395, "gap_ha": 0.258, "e_tot_ha": -3165.5855, "e_lumo_ev": 0.43, "elements": ["S", "S", "S", "Mg", "O", "O", "O", "N", "N", "N", "N", "N", "N", "N", "N", "N", "C", "C", "C", "C", "C", "C", "C", "C", "C", "C", "C", "C", "C", "C", "C", "C", "C", "C", "C", "C", "C", "C", "C", "C", "C", "C", "C", "H", "H", "H", "H", "H", "H", "H", "H", "H", "H", "H", "H", "H", "H", "H", "H", "H", "H", "H", "H", "H", "H", "H", "H", "H", "H", "H", "H", "H", "H", "H", "H", "H", "H", "H", "H", "H", "H", "H"], "coordinates": [[-17.361, 4.819, -1.601], [-15.704, -0.771, -2.292], [-18.753, 1.526, -5.743], [-17.309, 1.319, -3.523], [-15.842, 2.602, -3.902], [-18.617, 2.567, -4.727], [-19.947, 0.797, -5.847], [-17.783, -0.583, -7.387], [-15.726, 4.745, -4.515], [-16.214, -1.294, -5.687], [-19.863, 4.127, -2.151], [-17.468, 1.700, -1.331], [-19.026, -0.044, -2.924], [-17.499, 0.571, -5.388], [-17.895, 4.375, -10.959], [-18.800, 5.470, -3.732], [-18.476, 2.396, -7.270], [-14.241, 3.120, -5.579], [-18.136, 3.732, -9.690], [-19.947, 5.556, -4.434], [-18.790, 4.791, -2.597], [-17.280, -1.517, -8.225], [-17.908, 3.664, -7.281], [-15.078, 5.872, -5.225], [-15.667, 0.104, -0.716], [-17.166, -0.473, -6.202], [-16.244, -2.327, -7.870], [-17.243, -1.742, -2.088], [-18.590, 0.986, -0.708], [-16.256, 1.490, -0.601], [-20.945, 4.168, -2.896], [-19.674, 0.537, -1.729], [-19.002, 1.853, -8.421], [-17.723, 4.286, -8.505], [-12.694, 5.094, -5.470], [-15.333, 3.476, -4.626], [-18.452, -1.402, -2.907], [-12.873, 3.661, -5.091], [-21.070, 4.850, -4.061], [-13.657, 6.120, -4.783], [-18.903, 2.540, -9.616], [-19.927, 6.421, -5.712], [-15.789, -2.217, -6.572], [-12.763, 5.273, -6.525], [-15.039, -2.886, -6.348], [-15.710, -2.982, -8.544], [-18.206, 0.128, -0.195], [-20.252, 1.384, -2.120], [-17.235, 5.276, -8.475], [-17.388, -1.639, -1.023], [-15.476, 2.232, -0.944], [-19.090, -2.142, -2.489], [-11.651, 5.327, -5.220], [-19.492, 0.891, -8.290], [-19.104, 1.582, 0.092], [-17.524, 5.311, -10.836], [-14.480, 3.613, -6.522], [-13.385, 7.147, -5.027], [-17.674, 2.689, -1.362], [-12.145, 2.997, -5.515], [-19.325, 2.104, -10.511], [-21.855, 3.655, -2.507], [-15.707, 6.779, -5.053], [-16.210, -0.521, 0.022], [-18.228, -1.714, -3.926], [-17.711, -1.538, -9.221], [-12.842, 3.507, -4.041], [-14.267, 2.049, -5.725], [-20.448, -0.020, -1.215], [-13.705, 5.988, -3.719], [-16.362, 4.985, -3.766], [-15.011, 5.698, -6.283], [-19.083, 6.009, -6.320], [-19.724, -0.046, -3.673], [-16.323, 1.772, 0.468], [-14.634, 0.099, -0.418], [-18.702, 4.353, -11.551], [-22.041, 4.868, -4.572], [-17.546, 4.270, -6.475], [-20.893, 6.372, -6.154], [-16.955, -2.724, -2.346], [-19.705, 7.464, -5.442]], "forces_ev_per_angstrom": [[-0.0541, 0.1858, -0.2481], [-0.2982, 0.7118, -0.6356], [2.7891, 1.3878, -1.1856], [0.4734, 0.5060, 0.9864], [0.0727, -0.4578, 0.1695], [-0.2407, -0.4286, 0.7610], [-2.4674, -1.1288, 0.0204], [0.8465, -1.1132, -0.5584], [1.0860, 0.3858, -1.2943], [0.0859, -0.9836, -1.3941], [-0.4098, -0.7746, 0.5444], [-0.8558, -1.4242, -0.4344], [-0.1622, -0.4542, -0.0660], [-0.3254, 0.0617, -0.6166], [0.2095, -0.6773, 1.7941], [-0.6061, 1.1069, -1.5500], [-0.1278, 0.3539, 1.1480], [-0.0956, 0.6040, -0.1485], [-1.1580, -0.1900, -1.5539], [1.0175, 0.4497, -0.7583], [0.5106, -0.0139, 0.8238], [-0.8489, 1.3566, 0.1735], [0.3643, -0.0858, -0.8669], [-0.9530, 0.4524, 0.5676], [-0.8060, -0.8944, 1.0105], [-0.1424, 0.1892, 0.6182], [0.5064, -0.2505, -0.0652], [1.1392, 1.9086, 0.4106], [-1.5188, 0.7196, 0.0116], [2.1808, 1.9572, -0.0523], [-1.1791, -1.0634, 1.3917], [0.8734, 0.8766, -0.0478], [-0.3357, -0.0265, -0.2319], [0.7680, 1.0243, 0.4476], [0.9221, 1.4780, 1.3412], [-0.5420, 0.3490, 0.6616], [0.1034, 0.0037, -0.0630], [-1.7426, -0.8387, -0.9817], [-0.7078, 0.7131, -0.8597], [0.2776, -1.0090, -0.3752], [0.8338, 0.0959, -0.2572], [1.5590, -0.7299, 1.5728], [-1.4623, 1.9566, -0.0256], [-0.1561, -0.2344, -0.8251], [1.6930, -1.1998, 1.3572], [-0.3826, -0.1289, -0.1138], [0.1839, -0.6473, 0.1992], [0.5293, 0.2749, 0.1696], [-0.2586, -0.5127, -0.2652], [-0.4606, -0.4905, 0.2329], [-0.9497, -0.5907, -0.1649], [-1.5911, -0.6022, 0.0626], [-0.1239, 0.3644, 0.0533], [-0.0404, 0.2926, -0.5093], [0.5041, -0.1664, -0.6940], [-0.2260, -0.1435, -0.1535], [0.0601, -0.1922, -0.2984], [0.2070, -0.0505, 0.0127], [0.0163, 1.1198, 0.0958], [0.7325, 0.0019, -0.3457], [0.0082, 0.0631, -0.1270], [0.7928, 0.1221, -0.1341], [0.3588, -0.8640, -0.0891], [0.5330, -0.0656, -0.3767], [-0.1904, 0.3318, -0.1579], [-0.1016, -0.0646, 0.0747], [0.2449, 0.0568, 1.1754], [0.0736, -0.2261, 0.0663], [0.0770, -0.9737, 0.0763], [0.5974, 0.1447, 0.7569], [-0.4822, -0.0892, 0.5573], [-0.6025, -0.2249, -0.7373], [-0.9587, 0.5509, 0.0759], [0.3671, 0.0886, 0.0877], [-0.3272, -0.4025, -0.1675], [0.4362, 0.1729, 0.2568], [-0.2162, 0.0796, -0.3125], [0.6417, 0.1324, 0.0154], [-0.1391, -0.5372, 0.9787], [-0.5666, -0.0938, -0.8262], [0.0989, -1.2535, -0.0769], [0.0381, -0.3321, -0.1137]]}

=====

Number 4 is which compound?
C27H39MgN9O3S3